{"formula": "C5H10O2", "method": "ωB97M-V/def2-TZVPD", "symbols": ["C", "C", "C", "O", "C", "C", "O", "H", "H", "H", "H", "H", "H", "H", "H", "H", "H"], "xyz": [[1.7097, 0.7181, -0.7130], [1.3469, -0.4591, 0.1461], [0.8078, -0.3341, 1.4147], [-1.0492, -1.0283, 1.1339], [-1.2236, -0.7372, -0.1899], [-1.8891, 0.5963, -0.4804], [-0.3668, -1.2148, -0.9840], [1.5010, 0.5254, -1.7676], [2.7842, 0.9209, -0.6144], [1.1719, 1.6209, -0.4052], [1.8058, -1.4050, -0.1233], [0.5822, 0.6558, 1.8061], [0.9541, -1.1189, 2.1470], [-2.0362, -1.5433, 0.2739], [-1.1748, 1.3908, -0.2288], [-2.1372, 0.6711, -1.5415], [-2.7867, 0.7413, 0.1263]], "forces_ev_per_a": [[0.0, 0.0, 0.0], [0.0, 0.0, 0.1], [0.1, 0.0, -0.1], [-0.1, -0.1, -0.2], [0.3, 0.3, -0.3], [0.0, 0.0, 0.0], [-0.2, 0.1, 0.2], [0.0, 0.0, 0.1], [-0.1, 0.0, 0.0], [0.1, -0.1, 0.0], [-0.1, 0.1, 0.0], [0.0, -0.1, -0.1], [0.0, 0.1, -0.1], [-0.1, -0.2, 0.2], [-0.1, -0.1, 0.0], [0.0, 0.0, 0.1], [0.1, 0.0, -0.1]], "nbo_charge": [-0.6546, -0.0437, -0.3606, -0.5087, 0.4523, -0.6814, -0.5609, 0.2359, 0.2228, 0.2065, 0.2174, 0.2050, 0.2267, 0.3717, 0.2209, 0.2294, 0.2211], "homo_lumo_gap_ev": [8.507, 8.508], "lumo_ha": [-0.0137, -0.0137], "fmax_ev_per_a": 0.5, "homo_ha": [-0.3264, -0.3264], "de_lowest_kcal_mol": 129.2, "multiplicity": 1}



{"formula": "C5H10O2", "method": "ωB97M-V/def2-TZVPD", "symbols": ["C", "O", "C", "C", "C", "C", "O", "H", "H", "H", "H", "H", "H", "H", "H", "H", "H"], "xyz": [[2.1807, 0.6255, -0.0553], [0.8859, 0.3717, -0.5549], [0.3497, -0.7864, 0.0320], [-0.2405, -0.5418, 1.3750], [-1.1417, -0.7199, 0.1651], [-1.8452, 0.3935, -0.6203], [-1.4259, 0.5275, -1.9644], [2.8671, -0.1793, -0.3521], [2.1778, 0.6973, 1.0421], [2.5186, 1.5718, -0.4809], [0.9221, -1.6865, -0.2044], [-0.2508, -1.3971, 2.0481], [-0.1410, 0.4295, 1.8397], [-1.7323, -1.5833, 0.4194], [-2.9160, 0.1762, -0.6876], [-1.7193, 1.3295, -0.0632], [-0.4891, 0.7718, -1.9384]], "forces_ev_per_a": [[0.3, 0.1, 0.0], [0.0, -0.1, -0.1], [0.0, -0.2, 0.1], [-0.1, 0.2, 0.3], [-0.1, 0.1, 0.1], [-0.2, 0.0, 0.5], [0.2, 0.0, 0.1], [0.0, 0.1, 0.0], [0.0, 0.0, -0.2], [0.0, -0.1, 0.0], [-0.3, 0.1, 0.1], [-0.1, 0.3, 0.0], [0.2, 0.1, -0.1], [0.0, -0.6, -1.1], [0.2, 0.0, 0.2], [-0.1, 0.1, -0.2], [-0.2, -0.1, 0.0]], "nbo_charge": [-0.2451, -0.5539, 0.0819, -0.4442, -0.2748, -0.0612, -0.7217, 0.1696, 0.1739, 0.1958, 0.1906, 0.2153, 0.2181, 0.2241, 0.1872, 0.1600, 0.4845], "homo_lumo_gap_ev": 10.833, "lumo_ha": 0.0359, "fmax_ev_per_a": 1.3, "homo_ha": -0.3623, "de_lowest_kcal_mol": 65.7, "multiplicity": 1}



{"formula": "C5H10O2", "method": "ωB97M-V/def2-TZVPD", "symbols": ["C", "O", "C", "C", "O", "C", "C", "H", "H", "H", "H", "H", "H", "H", "H", "H", "H"], "xyz": [[2.1051, 1.0212, -0.2924], [0.6986, 0.9472, -0.3252], [0.2279, -0.3555, -0.5105], [0.3375, -1.3333, 0.6714], [-1.0719, -1.5906, 0.6256], [-1.2969, -0.5253, -0.3338], [-2.0648, 0.6541, 0.2627], [2.5197, 0.4227, 0.5330], [2.5563, 0.6758, -1.2366], [2.3718, 2.0689, -0.1320], [0.6065, -0.7728, -1.4578], [0.6463, -0.8362, 1.6064], [0.9271, -2.2486, 0.5248], [-1.7982, -0.9292, -1.2229], [-3.0222, 0.8150, -0.2450], [-2.2649, 0.4098, 1.3108], [-1.4781, 1.5768, 0.2214]], "forces_ev_per_a": [[0.2, 0.0, 0.0], [-0.1, 0.0, 0.0], [0.1, -0.2, -0.1], [0.3, 0.0, 0.1], [-0.1, 0.0, 0.0], [0.0, 0.1, -0.2], [0.0, -0.1, 0.0], [-0.1, 0.1, -0.1], [-0.1, 0.0, 0.1], [0.0, -0.2, 0.0], [-0.1, 0.1, 0.2], [-0.1, -0.1, -0.2], [-0.1, 0.2, 0.0], [0.1, 0.1, 0.2], [0.2, 0.0, 0.1], [0.0, 0.1, -0.1], [-0.1, -0.2, 0.0]], "nbo_charge": [-0.2495, -0.5280, 0.0609, -0.0965, -0.5297, 0.0934, -0.6565, 0.1662, 0.1669, 0.1975, 0.1690, 0.1736, 0.1781, 0.1779, 0.2127, 0.2302, 0.2338], "homo_lumo_gap_ev": 10.634, "lumo_ha": 0.0369, "fmax_ev_per_a": 0.3, "homo_ha": -0.3539, "de_lowest_kcal_mol": 60.0, "multiplicity": 1}



{"formula": "C5H10O2", "method": "ωB97M-V/def2-TZVPD", "symbols": ["C", "C", "O", "C", "C", "C", "O", "H", "H", "H", "H", "H", "H", "H", "H", "H", "H"], "xyz": [[2.3294, -0.9061, -0.2700], [1.0379, -1.0228, 0.5405], [0.2859, 0.1977, 0.4467], [-1.1130, 0.2373, 0.1642], [-1.7081, 1.5366, 0.7244], [-1.1465, 0.2166, -1.3580], [-1.2120, -0.7928, -2.0189], [2.7489, 0.0960, -0.1485], [3.0787, -1.6260, 0.0840], [2.1709, -1.0867, -1.3376], [0.4795, -1.9140, 0.2238], [1.2969, -1.1556, 1.6003], [-1.6589, -0.6313, 0.5556], [-2.8038, 1.4854, 0.7811], [-1.3306, 1.7337, 1.7318], [-1.4631, 2.4077, 0.1010], [-0.9920, 1.2243, -1.8204]], "forces_ev_per_a": [[-0.1, 0.1, 0.0], [0.1, -0.1, 0.0], [0.1, 0.3, 0.2], [-0.1, 0.0, 0.0], [0.1, 0.0, 0.0], [0.0, -0.4, -0.3], [-0.1, 0.6, 0.3], [0.0, -0.1, 0.0], [-0.2, 0.1, 0.0], [-0.1, 0.1, 0.2], [-0.2, 0.4, 0.0], [-0.1, 0.0, -0.1], [0.3, 0.0, 0.0], [0.3, -0.1, -0.1], [0.0, -0.1, -0.1], [0.1, -0.3, 0.1], [0.0, -0.3, 0.0]], "nbo_charge": [-0.6286, -0.0616, -0.5454, 0.0015, -0.6287, 0.4307, -0.5154, 0.2174, 0.2115, 0.2127, 0.1835, 0.1725, 0.1855, 0.2183, 0.2319, 0.2107, 0.1035], "homo_lumo_gap_ev": 10.479, "lumo_ha": 0.0390, "fmax_ev_per_a": 0.7, "homo_ha": -0.3461, "de_lowest_kcal_mol": 44.9, "multiplicity": 1}



{"formula": "C5H10O2", "method": "ωB97M-V/def2-TZVPD", "symbols": ["C", "C", "C", "O", "C", "C", "O", "H", "H", "H", "H", "H", "H", "H", "H", "H", "H"], "xyz": [[0.6364, 0.4242, -2.4690], [0.0182, -0.5097, -1.3877], [-0.0281, 0.0763, 0.0613], [-1.1432, 0.8938, 0.1318], [-0.1630, -0.8783, 1.5524], [-0.1621, 0.1426, 2.6714], [-0.6100, 1.2733, 2.5810], [0.6990, -0.1019, -3.4350], [0.0530, 1.3348, -2.6519], [1.6597, 0.7296, -2.2202], [-1.0006, -0.7556, -1.7219], [0.5975, -1.4349, -1.3834], [0.9023, 0.6359, 0.2319], [-1.0898, 1.2949, 1.0329], [0.4676, -1.7162, 1.9394], [-1.1617, -1.3036, 1.4302], [0.3249, -0.1052, 3.6366]], "forces_ev_per_a": [[0.0, 0.0, 0.3], [0.1, -0.3, 0.4], [0.4, -0.8, 0.7], [0.0, 0.2, 0.1], [0.0, 0.5, -1.1], [-0.1, 0.5, -0.2], [0.2, -0.4, 0.4], [-0.1, 0.0, 0.4], [0.0, -0.2, 0.3], [-0.2, -0.1, 0.1], [0.2, 0.0, 0.4], [0.0, -0.1, 0.0], [0.0, 0.0, 0.0], [-0.3, 0.2, -0.6], [0.1, 0.6, -1.1], [-0.1, 0.1, 0.2], [-0.1, -0.3, -0.3]], "nbo_charge": [-0.6034, -0.4255, 0.1792, -0.7427, -0.5863, 0.4441, -0.5531, 0.2118, 0.2158, 0.2008, 0.2149, 0.2018, 0.1489, 0.4904, 0.2229, 0.2506, 0.1297], "homo_lumo_gap_ev": 10.334, "lumo_ha": 0.0237, "fmax_ev_per_a": 1.3, "homo_ha": -0.3561, "de_lowest_kcal_mol": 53.8, "multiplicity": 1}



{"formula": "C5H10O2", "method": "ωB97M-V/def2-TZVPD", "symbols": ["C", "C", "O", "C", "C", "C", "O", "H", "H", "H", "H", "H", "H", "H", "H", "H", "H"], "xyz": [[-2.0523, -0.5084, -0.2243], [-0.9860, 0.5332, 0.0259], [-1.2907, 1.5754, 0.9091], [0.3234, -0.2310, 0.3132], [1.2267, 0.2583, -0.7897], [2.3122, -0.1299, 0.1709], [1.3801, 0.0461, 1.2771], [-2.9436, -0.0468, -0.6481], [-1.6624, -1.2350, -0.9533], [-2.2768, -1.0438, 0.7006], [-0.8445, 1.0433, -0.9411], [-1.0920, 1.2504, 1.7919], [0.1825, -1.3275, 0.3614], [1.0558, -0.1465, -1.7854], [1.1164, 1.3510, -0.7956], [3.1980, 0.4974, 0.2393], [2.5571, -1.1907, 0.0257]], "forces_ev_per_a": [[-0.3, -0.1, 0.1], [-0.2, -0.2, -0.1], [-0.2, -0.2, 0.5], [-0.1, 0.2, -1.0], [0.4, -0.1, -0.4], [0.6, 0.0, -0.1], [-0.2, 0.2, -0.1], [-0.1, -0.1, 0.1], [-0.2, 0.2, 0.2], [-0.2, 0.0, -0.1], [0.0, -0.1, 0.4], [-0.1, 0.2, 0.2], [-0.2, 0.4, -0.3], [0.5, -0.1, 0.0], [0.2, -0.3, -0.1], [0.1, -0.1, 0.2], [0.2, 0.1, 0.4]], "nbo_charge": [-0.6279, 0.0937, -0.6973, 0.0584, -0.4357, -0.0669, -0.5242, 0.2187, 0.2095, 0.2044, 0.1591, 0.4687, 0.1690, 0.2092, 0.2094, 0.1873, 0.1645], "homo_lumo_gap_ev": 10.842, "lumo_ha": 0.0357, "fmax_ev_per_a": 1.0, "homo_ha": -0.3628, "de_lowest_kcal_mol": 73.0, "multiplicity": 1}



{"formula": "C5H10O2", "method": "ωB97M-V/def2-TZVPD", "symbols": ["C", "O", "C", "C", "O", "C", "C", "H", "H", "H", "H", "H", "H", "H", "H", "H", "H"], "xyz": [[1.3128, 1.8929, 0.2738], [0.2588, 1.3734, -0.4908], [0.0305, -1.5943, -1.0018], [0.3897, -1.8670, 0.4351], [-0.8227, -2.6813, 0.5421], [-1.0532, -2.3413, -0.7811], [-1.0050, 1.5330, 0.1161], [1.3361, 1.4764, 1.2955], [2.2383, 1.6165, -0.2338], [1.2559, 2.9920, 0.3399], [0.4324, -0.9706, -1.7872], [0.3401, -1.0157, 1.1217], [1.2821, -2.4625, 0.6498], [-1.9537, -2.6726, -1.2905], [-1.6941, 1.9593, -0.6210], [-1.3994, 0.5605, 0.4455], [-0.9484, 2.2011, 0.9867]], "forces_ev_per_a": [[0.3, 0.1, 0.1], [0.0, 0.0, 0.0], [-0.1, 0.0, 0.0], [0.4, 0.2, 0.2], [-0.1, 0.0, 0.0], [-0.1, 0.1, -0.2], [-0.3, 0.0, 0.1], [0.0, 0.1, -0.2], [0.0, 0.1, 0.1], [0.0, -0.2, 0.0], [-0.1, -0.2, 0.2], [-0.1, -0.1, -0.1], [-0.1, 0.0, -0.1], [0.2, 0.0, 0.1], [0.0, -0.1, 0.2], [0.1, 0.2, -0.1], [-0.1, -0.1, -0.2]], "nbo_charge": [-0.2463, -0.5552, -0.3427, -0.0820, -0.5088, 0.1221, -0.2549, 0.1610, 0.1922, 0.1672, 0.2348, 0.1874, 0.1915, 0.1953, 0.1870, 0.1805, 0.1709], "homo_lumo_gap_ev": 9.736, "lumo_ha": 0.0358, "fmax_ev_per_a": 0.4, "homo_ha": -0.3220, "de_lowest_kcal_mol": 93.8, "multiplicity": 1}



{"formula": "C5H10O2", "method": "ωB97M-V/def2-TZVPD", "symbols": ["C", "O", "C", "C", "C", "C", "O", "H", "H", "H", "H", "H", "H", "H", "H", "H", "H"], "xyz": [[-2.1857, 1.3181, 0.2888], [-0.9762, 0.6023, 0.3946], [-0.2486, 0.5637, -0.8506], [1.0919, -0.0706, -0.8982], [2.0212, -0.1577, 0.1913], [1.1781, -1.5120, 0.1776], [0.2386, -1.7017, 1.1751], [-2.0032, 2.3701, 0.0217], [-2.6787, 1.2823, 1.2632], [-2.8572, 0.8844, -0.4693], [-0.9253, 0.1625, -1.6239], [-0.0194, 1.6041, -1.1540], [0.9644, -1.9646, -0.8197], [3.0850, -0.2781, -0.0739], [1.9282, 0.3099, 1.1833], [1.8883, -2.3338, 0.1461], [-0.5014, -1.0786, 1.0479]], "forces_ev_per_a": [[-0.2, 0.1, 0.0], [0.2, -0.1, 0.1], [0.0, -0.1, -0.1], [0.4, 0.9, -0.7], [-0.3, -0.2, -0.1], [0.7, -1.3, 0.2], [-0.2, 0.0, 0.1], [0.0, -0.2, 0.0], [0.1, 0.0, -0.1], [0.2, 0.0, 0.1], [0.2, 0.0, 0.2], [0.0, -0.2, 0.0], [-1.3, 1.3, -0.5], [-0.5, -0.1, 0.1], [-0.4, -0.2, -0.3], [0.9, 0.0, 1.1], [0.3, 0.0, 0.0]], "nbo_charge": [-0.2475, -0.5888, -0.1759, -0.1270, -0.4453, -0.1281, -0.7084, 0.1694, 0.1972, 0.1678, 0.1858, 0.2146, 0.3034, 0.2073, 0.2168, 0.2551, 0.5036], "homo_lumo_gap_ev": 8.660, "lumo_ha": 0.0339, "fmax_ev_per_a": 1.9, "homo_ha": -0.2843, "de_lowest_kcal_mol": 142.2, "multiplicity": 1}